1.
C6H12N | ωB97M-V with the def2-TZVPD basis set

Output
strongest force on any atom = 9.1 eV/Å
highest occupied orbital energy (spin up / spin down) = -13.252 / -12.435 eV
SMILES = CC1=C[N+](C)(C)C1
energy above the lowest of the compared OMol25 structures with the same formula, charge and spin = 140.6 kcal per mole
Kohn-Sham gap (spin up / spin down) = 9.196 / 8.004 eV
LUMO energy (spin up / spin down) = -0.149 / -0.163 Eh
total charge = +1

The geometry in XYZ format:
```
19
Properties=species:S:1:pos:R:3:forces:R:3
C -0.891837 -2.471066 -1.158201 3.2 -4.0 1.8
C -0.486907 -1.251342 -0.667982 0.7 8.9 -1.7
C -0.580300 0.535616 -1.192813 1.0 -6.5 1.2
N 0.137880 0.701828 0.087235 0.4 1.8 1.1
C -0.811780 1.418323 1.049303 -0.3 -1.5 -0.9
C 1.485205 1.467824 0.058140 -0.3 -2.5 0.5
C 0.235425 -0.717099 0.514995 0.2 -0.3 -1.4
H -0.995633 -3.113295 -0.244990 -1.0 0.2 -0.7
H -0.042298 -3.090448 -1.640263 -1.1 1.2 0.0
H -1.679955 -2.323252 -1.773792 -2.7 -0.4 -1.9
H -0.541858 1.282312 -2.036818 -0.1 -1.1 1.0
H -0.271723 1.936611 1.806399 0.2 0.5 0.5
H -1.475558 1.989282 0.426528 -0.1 0.8 0.2
H -1.384393 0.574548 1.431520 -0.3 0.6 0.4
H 1.803497 1.411481 1.167227 -0.1 0.8 -2.1
H 2.181138 0.910820 -0.642046 -0.7 0.6 1.0
H 1.204839 2.389038 -0.418262 0.4 0.8 0.5
H -0.124481 -0.929481 1.500645 -0.5 0.0 0.6
H 1.254326 -1.044721 0.507831 0.9 -0.1 -0.1
```
Positions in Å, forces in eV/Å.

***

2.
C6H37NO11S | ωB97M-V with the def2-TZVPD basis set

Output
strongest force on any atom = 4.2 eV/Å
highest occupied orbital energy = -9.054 eV
SMILES = CCN(C)CCCS.O.O.O.O.O.O.O.O.O.O.O
energy above the lowest of the compared OMol25 structures with the same formula, charge and spin = 64.1 kcal per mole
Kohn-Sham gap = 8.791 eV
LUMO energy = -0.010 Eh

The geometry in XYZ format:
```
56
Properties=species:S:1:pos:R:3:forces:R:3
C 0.457001 0.288872 2.251549 0.4 -0.7 0.0
C -1.002405 0.514058 2.012066 -1.8 1.0 -2.2
N -1.305206 0.509611 0.541948 0.7 1.8 0.8
C -0.800886 1.785155 -0.078975 -1.3 -0.9 0.2
C -2.717194 0.370315 0.250419 0.9 -0.4 -2.6
C -2.637952 -0.249717 -1.197745 -0.3 -0.4 0.0
C -3.854041 0.009493 -2.125028 1.7 -0.5 0.1
S -3.574040 1.132591 -3.569719 0.6 0.0 0.2
H 1.041356 1.088106 2.643028 0.1 0.9 0.1
H 0.574612 -0.532189 2.939192 0.1 -0.2 0.5
H 0.914037 -0.089241 1.331746 0.0 0.6 0.2
H -1.375834 1.560656 2.239751 0.5 -1.4 1.3
H -1.644236 -0.357618 2.287020 0.4 1.0 1.0
H -1.609275 2.162762 -0.709591 0.5 -0.2 -0.6
H -0.692554 2.622009 0.612573 0.6 -0.3 0.4
H 0.079262 1.507501 -0.610849 0.8 0.7 -0.5
H -3.404872 1.222931 0.160094 0.6 0.7 0.4
H -3.114220 -0.200915 1.049021 -0.9 -1.3 0.1
H -1.762433 0.118926 -1.760427 -0.1 0.0 0.8
H -2.438798 -1.323519 -1.031703 -0.3 0.3 -0.4
H -4.145048 -0.974337 -2.483985 -0.6 0.3 -0.2
H -4.560072 0.502874 -1.505959 -1.2 0.1 0.2
H -2.220138 1.424018 -3.515723 -1.0 -0.5 0.3
O 2.814981 -3.387198 1.585107 -0.7 -0.8 1.1
H 2.502641 -3.848465 2.398342 0.1 0.5 -0.9
H 3.706599 -3.169859 1.824161 1.0 0.2 -0.1
O 3.270367 0.357849 -2.335882 -2.0 -0.6 1.5
H 2.563016 -0.390455 -2.309182 1.3 0.7 -0.2
H 3.807666 0.173579 -3.072098 1.1 -0.4 -1.4
O -2.546197 -3.117905 1.223888 0.7 0.3 0.5
H -3.131358 -3.508271 0.569844 -0.3 0.1 0.4
H -3.013042 -2.866089 2.035290 -0.3 -0.4 -0.7
O 1.584769 -1.574939 -2.563340 -0.2 0.1 -0.2
H 0.811206 -1.021585 -2.353851 0.1 -1.0 0.0
H 1.526711 -2.487178 -2.148446 -0.4 1.1 0.2
O -3.913206 1.395106 2.763328 -0.7 -0.3 0.6
H -3.267075 1.841613 2.223133 0.3 0.2 0.0
H -3.422060 0.888968 3.423385 0.0 0.3 -0.2
O 2.262303 2.751884 -3.217431 0.1 -0.1 -2.7
H 2.574466 1.885138 -2.977481 0.0 -0.5 0.5
H 2.044878 3.261115 -2.476037 -0.5 0.8 2.0
O 0.945546 -3.502948 -0.921883 0.4 -0.9 0.8
H 1.472139 -3.886978 -0.170232 -0.4 0.6 -1.2
H 0.401874 -2.871332 -0.411280 0.3 -0.3 -0.1
O 0.425659 -2.246047 1.234514 -4.0 0.3 1.4
H -0.264379 -2.770133 1.761812 1.6 0.2 -1.0
H -0.244225 -1.506571 1.070248 1.4 -0.7 -0.4
O 3.473897 -0.019682 2.203000 -0.9 -1.4 -1.1
H 2.923541 -0.768804 2.500049 0.3 0.3 1.0
H 3.232566 -0.219733 1.274562 0.7 0.8 0.0
O 3.793802 2.187145 -0.456102 -0.3 0.0 -1.0
H 3.866371 1.543125 0.245343 0.1 -0.2 0.2
H 3.399882 1.713356 -1.248577 0.9 0.3 1.3
O 1.738316 3.814982 -0.406234 0.4 -0.7 0.2
H 2.684881 3.544492 -0.310265 -0.6 -0.2 0.0
H 1.766419 4.713457 -0.686384 -0.1 1.2 -0.2
```
Positions in Å, forces in eV/Å.

***

3.
C33H45Br2N13O5 | ωB97M-V with the def2-TZVPD basis set

Output
strongest force on any atom = 7.4 eV/Å
highest occupied orbital energy = -7.933 eV
energy above the lowest of the compared OMol25 structures with the same formula, charge and spin = 73.9 kcal per mole
Kohn-Sham gap = 7.529 eV
LUMO energy = -0.015 Eh

The geometry in XYZ format:
```
98
Properties=species:S:1:pos:R:3:forces:R:3
C -0.038923 -4.127111 4.873582 1.3 0.9 -0.9
C 1.109629 -3.656328 4.095233 -1.4 -0.3 1.2
C 1.054056 -2.492236 2.989854 0.4 -2.5 -1.1
C 0.800088 -1.015119 3.579119 -2.0 -0.2 -0.4
C 0.599599 0.044247 2.383531 3.7 1.4 -1.9
Br -1.247231 0.681483 1.894638 1.9 -0.9 0.7
C 1.656578 0.588943 1.566814 -3.6 -0.3 0.9
C 1.306974 1.664274 0.400165 0.0 -0.3 0.3
Br 3.541519 0.052751 1.835570 -1.7 0.5 -0.3
O -0.580898 -1.117479 4.108302 0.6 2.0 3.0
C -0.706981 -0.185347 5.227538 -2.6 1.0 0.4
O -1.785642 0.084849 5.846703 6.0 -1.6 -3.4
O 0.596640 0.436271 5.492592 -5.0 -3.1 -4.4
C 1.501330 -0.568015 4.952052 -1.0 -2.5 0.8
O 2.940552 -0.369275 5.011910 -2.1 1.0 -1.0
N 3.454930 -1.594765 5.337506 2.8 -0.4 0.0
O 4.646225 -1.589294 5.217258 -2.1 0.0 0.3
H -0.117011 -3.857007 6.002387 1.0 -2.0 -1.6
H -0.915369 -4.722702 4.435814 0.6 2.4 0.2
H 2.121674 -4.165553 4.345282 -1.3 2.2 0.5
H 2.035614 -2.584756 2.369036 -1.7 0.7 1.1
H 0.174315 -2.736010 2.267755 1.4 0.8 1.2
H 0.609251 1.200784 -0.408524 1.3 0.5 1.5
H 0.692305 2.529170 0.874463 1.3 -1.5 -0.7
H 2.235008 2.086652 -0.122472 -1.4 -0.7 1.0
H 1.342882 -1.453513 5.682941 0.3 1.0 -1.6
C -5.181978 -1.212545 1.296949 -0.2 0.0 0.3
C -4.271765 -0.704467 0.265267 0.1 0.0 -0.1
N -3.556860 -0.303317 -0.545981 -0.4 -0.1 0.4
H -4.889173 -2.208642 1.638126 0.1 0.1 -0.2
H -5.198794 -0.561084 2.174967 0.2 0.1 -0.2
H -6.207628 -1.285884 0.927697 0.3 0.0 -0.2
C 0.706424 6.296439 0.767681 -0.2 0.2 0.3
C 1.391414 5.314405 -0.079022 0.1 -0.1 -0.1
N 1.929376 4.542237 -0.745027 -0.3 0.5 0.3
H -0.365380 6.330819 0.557341 0.2 -0.1 -0.2
H 0.821263 6.063283 1.829654 0.2 -0.2 -0.2
H 1.098637 7.304898 0.613632 0.1 -0.2 -0.2
C 3.441327 1.026575 8.976145 0.2 0.0 0.3
C 2.529093 0.998991 7.827413 -0.2 0.0 0.0
N 1.809116 0.975694 6.921451 4.0 2.0 4.6
H 4.315731 0.391412 8.810972 -0.2 0.0 -0.2
H 3.807283 2.037185 9.174762 -0.2 -0.1 -0.2
H 2.951706 0.673792 9.887611 -0.1 0.0 -0.2
C -6.260128 -2.832590 -3.086414 0.0 -0.1 0.1
C -6.670876 -2.985735 -1.686394 0.1 0.0 0.2
N -6.992248 -3.106047 -0.585286 0.1 0.1 -0.6
H -5.922391 -1.815099 -3.297824 -0.1 -0.1 0.2
H -5.437326 -3.506391 -3.340302 -0.1 0.0 0.2
H -7.080242 -3.050249 -3.772928 0.0 0.0 0.3
C 7.513135 -0.462969 2.986485 -0.1 0.0 0.3
C 8.012948 -0.386402 1.609463 0.1 0.0 -0.2
N 8.405916 -0.326227 0.527631 -0.2 0.0 0.6
H 6.426207 -0.580334 3.015651 0.1 0.0 -0.2
H 7.944419 -1.310986 3.525826 0.0 0.0 -0.3
H 7.756009 0.439175 3.554324 0.0 0.0 -0.3
C -4.140338 -2.741975 -6.540102 -0.3 0.3 -0.3
C -5.555696 -2.635504 -6.172705 -0.1 -0.1 -0.1
N -6.668780 -2.550356 -5.880191 0.6 0.1 -0.5
H -3.850474 -1.968333 -7.254238 -0.5 -0.3 0.2
H -3.491539 -2.638889 -5.672379 -0.5 0.1 -0.2
H -3.914553 -3.707421 -6.999836 -0.2 0.1 0.1
C -0.184329 -4.154780 -5.044619 0.3 0.0 -0.1
C -1.599927 -4.046833 -4.678856 -0.1 0.0 0.1
N -2.712980 -3.962106 -4.391750 1.0 -0.4 0.3
H 0.106132 -3.380339 -5.758989 -0.3 0.0 0.1
H 0.465635 -4.051973 -4.171711 -0.3 0.0 0.0
H 0.039786 -5.120853 -5.504256 -0.2 0.1 0.1
C -1.183804 3.204466 -2.071045 -0.1 0.2 0.1
C -0.498043 2.222192 -2.916642 0.1 -0.2 -0.1
N 0.041286 1.450247 -3.580991 -0.3 0.5 0.4
H -2.256275 3.238429 -2.281098 0.1 -0.2 -0.1
H -1.069517 2.971074 -1.009122 0.1 -0.2 -0.2
H -0.791718 4.212706 -2.224902 0.2 -0.3 -0.1
C -5.422646 1.540148 -7.039319 -0.2 0.2 0.2
C -4.735615 0.557013 -7.883125 0.1 -0.1 -0.2
N -4.196025 -0.215691 -8.546482 -0.3 0.6 0.3
H -6.494375 1.573339 -7.251622 0.2 -0.2 -0.1
H -5.309402 1.307533 -5.977178 0.1 -0.2 -0.2
H -5.029576 2.548283 -7.194718 0.1 -0.2 -0.1
C -3.897601 6.174912 -2.944849 -0.3 -0.1 -0.1
C -2.614861 6.381245 -2.264462 0.3 0.1 0.2
N -1.605603 6.545081 -1.728946 -0.8 -0.1 -0.4
H -3.764212 5.694641 -3.917780 0.2 0.1 0.2
H -4.566486 5.539711 -2.358265 0.2 0.1 0.1
H -4.417489 7.120540 -3.118409 0.2 0.0 0.1
C 10.513222 -1.130140 5.573661 0.2 0.2 0.1
C 9.565379 -2.228962 5.359560 -0.1 -0.2 0.0
N 8.820539 -3.092246 5.191110 0.4 0.5 0.1
H 11.478434 -1.333979 5.102903 -0.2 -0.2 0.0
H 10.140933 -0.190620 5.156781 -0.1 -0.2 0.0
H 10.700163 -0.961642 6.637313 -0.2 -0.2 -0.1
C 0.004529 0.191851 -6.716504 0.2 0.2 0.1
C -0.936668 -0.906349 -6.957784 -0.1 -0.1 -0.1
N -1.676962 -1.769959 -7.147772 1.2 0.5 0.0
H 0.974660 0.001022 -7.183080 -0.2 -0.2 -0.1
H -0.367831 1.137296 -7.119455 -0.1 -0.2 0.0
H 0.183110 0.343164 -5.648005 -0.2 -0.1 -0.1
```
Positions in Å, forces in eV/Å.